A.
17
Properties=species:S:1:pos:R:3 method="wB97M-V/def2-TZVPD" total_charge=+2 homo_lumo_gap_ha="0.1947 / 0.2191" homo_energy_ev="-19.86 / -20.09" e_lumo_ha="-0.5351 / -0.5193" s2=1.14 spin_multiplicity=2
O -0.801 -1.412 -0.509
C 0.396 -0.647 -1.140
C -0.349 0.875 -0.890
N 0.421 1.462 0.454
C -0.230 0.767 1.609
C 0.254 -0.589 2.027
O 0.846 -0.544 -2.324
H 1.069 -0.234 0.163
H -2.621 0.175 -0.988
H -1.461 1.071 -0.611
H -0.756 1.033 2.496
H 0.018 1.349 -1.797
H 0.026 1.546 2.395
H -1.334 0.785 1.491
H 1.244 -0.690 1.657
H 0.436 -0.552 3.182
H -0.347 -1.511 1.854

B.
17
Properties=species:S:1:pos:R:3 method="wB97M-V/def2-TZVPD" total_charge=+2 homo_lumo_gap_ha="0.3300 / 0.1747" homo_energy_ev="-19.63 / -19.47" e_lumo_ha="-0.3915 / -0.5409" s2=0.76 spin_multiplicity=2
O -0.354 -2.542 -1.385
C 0.400 -1.663 -1.529
C 0.206 -0.249 -0.917
C 0.929 -0.153 0.443
C 0.492 0.877 1.595
O -0.695 1.652 1.372
N -1.301 0.109 -0.883
H 1.360 -1.842 -2.022
H 0.506 0.534 -1.644
H 1.904 0.177 0.199
H 0.979 -1.131 0.874
H 1.279 1.556 1.751
H 0.402 0.271 2.504
H -1.167 1.740 2.162
H -1.390 0.830 -0.056
H -1.614 0.456 -1.783
H -1.938 -0.621 -0.680

Which of them is most stable, and which least? Most stable: B; least stable: A.

A.
8
Properties=species:S:1:pos:R:3 method="wB97M-V/def2-TZVPD" total_charge=0 homo_lumo_gap_ha=0.3069 homo_energy_ev=-9.13 e_lumo_ha=-0.0284 spin_multiplicity=1 smiles="NC(=S)C=O"
N 0.033 1.133 -0.173
C -0.458 -0.006 -0.021
S -1.991 -0.524 0.005
C 0.536 -1.029 -0.103
O 1.663 -0.692 0.045
H -0.841 1.829 0.087
H 1.028 1.350 0.439
H 0.031 -2.060 -0.279

B.
8
Properties=species:S:1:pos:R:3 method="wB97M-V/def2-TZVPD" total_charge=0 homo_lumo_gap_ha=0.3886 homo_energy_ev=-9.70 e_lumo_ha=0.0321 spin_multiplicity=1 smiles="O=C=S.C=N"
O -1.742 1.260 -0.396
C -1.839 0.194 0.051
S -2.111 -1.148 0.767
C 1.298 -0.341 -0.274
N 0.428 0.316 0.297
H 2.374 -0.130 -0.483
H 0.825 -1.321 -0.602
H 0.767 1.171 0.640

C.
8
Properties=species:S:1:pos:R:3 method="wB97M-V/def2-TZVPD" total_charge=0 homo_lumo_gap_ha="0.3115 / 0.3116" homo_energy_ev="-8.66 / -8.66" e_lumo_ha="-0.0067 / -0.0067" spin_multiplicity=1 smiles="N=C=O.C=S"
N 2.916 -0.268 -0.216
C 1.984 0.452 -0.087
O 0.977 0.986 -0.219
H 3.530 -0.820 0.440
C -2.403 -0.048 -0.029
S -1.206 -0.722 0.794
H -3.243 -0.610 -0.623
H -2.554 1.030 -0.060

D.
8
Properties=species:S:1:pos:R:3 method="wB97M-V/def2-TZVPD" total_charge=0 homo_lumo_gap_ha=0.3276 homo_energy_ev=-9.21 e_lumo_ha=-0.0109 spin_multiplicity=1 smiles="O=CNC=S"
O 2.332 -0.147 0.351
C 1.172 -0.395 0.427
N 0.181 0.359 -0.201
C -1.170 0.091 -0.212
S -2.277 0.968 -1.038
H 0.796 -1.280 1.013
H 0.489 1.162 -0.755
H -1.523 -0.757 0.416

Which of them is most stable, and which least? Most stable: D; least stable: A.